Computed, not measured: a structure of composition C7H14NSe, with ωB97M-V/def2-TZVPD.

```
23
Properties=species:S:1:pos:R:3:lowdin_charge:R:1
C -0.091 -1.697 0.213 -0.161
C -1.316 -0.992 -0.471 -0.170
C 0.308 -0.867 1.394 -0.134
C -0.569 1.179 0.471 -0.113
C -0.082 0.658 -2.073 -0.478
C 1.894 0.753 0.576 -0.121
C -0.977 0.447 -0.789 -0.397
N 0.597 0.577 1.151 -0.165
Se 1.826 0.221 -1.843 0.920
H -0.377 -2.627 0.639 0.110
H 0.746 -1.849 -0.615 0.105
H -1.698 -1.417 -1.518 0.163
H -2.238 -1.096 0.174 0.134
H -0.301 -1.017 2.260 0.148
H 1.223 -1.272 1.651 0.098
H -0.343 2.250 0.509 0.144
H -1.567 1.235 1.055 0.179
H -0.398 -0.035 -2.906 0.085
H -0.081 1.741 -2.342 0.070
H 2.313 1.769 0.627 0.091
H 2.581 0.012 1.064 0.106
H -1.988 0.919 -1.246 0.194
H 0.538 1.109 2.018 0.191
```

## Properties
**Charge**: +1
**Total energy**: -2730.95510 Ha
**Kohn-Sham gap**: 0.294 hartree
**LUMO level**: -4.348 eV
**Highest occupied orbital energy**: -0.45425 Eh
**Energy relative to the best compared isomer or geometry (same formula, charge and spin)**: 123.4 kJ/mol


Computed, not measured: an isolated molecule of C7H14O2Si, with ωB97M-V/def2-TZVPD.

```
24
Properties=species:S:1:pos:R:3:lowdin_charge:R:1
C -1.672 -0.641 0.721 -0.435
C -2.496 -0.870 1.734 0.078
C -1.984 -1.090 -0.607 -0.060
C -3.803 0.561 -0.917 0.017
C 0.284 1.803 -0.841 -0.148
C 0.782 -1.336 -1.608 -0.161
C 2.285 0.243 0.901 -0.148
O -0.383 -0.202 0.900 -0.155
O -3.046 -0.713 -1.160 -0.064
Si 0.803 0.069 -0.289 0.544
H -2.194 -0.592 2.734 0.075
H -3.416 -1.337 1.639 0.048
H -4.564 0.495 -1.620 0.061
H -3.171 1.460 -0.941 0.093
H -4.201 0.525 0.140 0.096
H -0.682 1.975 -0.436 -0.004
H 0.917 2.454 -0.275 0.005
H 0.287 2.245 -1.893 0.061
H 0.372 -2.195 -1.105 0.014
H 0.074 -1.163 -2.339 -0.012
H 1.716 -1.780 -1.932 0.026
H 2.630 1.266 1.039 0.019
H 2.306 -0.337 1.742 -0.017
H 3.257 -0.069 0.320 0.066
```

## Properties
**Total energy**: -714.96991 Ha
**Kohn-Sham gap**: 0.296 hartree
**LUMO level**: 0.437 eV
**Highest occupied orbital energy**: -0.27982 Eh
**Energy relative to the best compared isomer or geometry (same formula, charge and spin)**: 488.3 kJ/mol


Computed, not measured: a cluster of 2 separate species, C7H14O3P in total, with ωB97M-V/def2-TZVPD.

```
25
Properties=species:S:1:pos:R:3:lowdin_charge:R:1
C -1.716 -0.841 0.353 -0.235
C -2.314 0.221 1.285 -0.205
C -2.062 -0.225 -1.033 -0.120
C -1.889 1.564 0.703 -0.159
C -1.650 1.305 -0.793 -0.478
C 3.307 -1.361 0.068 -0.237
C 1.934 -1.161 -0.521 -0.415
O 1.765 1.013 1.088 -0.540
O 2.377 1.323 -1.383 -0.435
O -1.331 2.105 -1.610 0.037
P 1.251 0.656 -0.287 0.587
H -0.661 -0.907 0.237 0.006
H -2.145 -1.829 0.696 0.118
H -3.367 0.141 1.040 0.094
H -2.091 0.110 2.374 0.118
H -1.388 -0.600 -1.820 0.104
H -3.163 -0.340 -1.231 0.114
H -2.685 2.258 0.763 0.084
H -1.073 2.194 1.164 0.129
H 3.513 -2.348 0.403 0.016
H 4.084 -0.992 -0.661 0.069
H 3.403 -0.826 1.112 0.084
H 1.113 -1.769 0.102 0.073
H 1.866 -1.459 -1.593 0.052
H 2.924 1.771 -0.459 0.140
```

## Properties
**Charge**: -1
**Total energy**: -842.20920 Ha
**Kohn-Sham gap**: 0.234 hartree
**LUMO level**: 3.580 eV
**Highest occupied orbital energy**: -0.10258 Eh
**Energy relative to the best compared isomer or geometry (same formula, charge and spin)**: 201.1 kJ/mol


Computed, not measured: the ion C7H14O5P with charge +1, with ωB97M-V/def2-TZVPD.

```
27
Properties=species:S:1:pos:R:3:lowdin_charge:R:1
C -0.628 -2.049 -0.867 -0.024
C 0.834 -2.399 -0.349 -0.105
C -1.155 0.957 -0.852 -0.241
C -1.402 -0.048 0.300 -0.277
C -1.403 2.385 -0.665 0.001
C -2.438 0.336 1.358 0.078
C 3.557 0.510 0.688 -0.091
O -1.400 -1.327 0.165 0.028
O 1.698 -1.273 -0.356 -0.128
O 0.261 0.668 -1.192 -0.109
O 0.322 0.305 1.148 -0.096
O 2.498 0.970 -0.054 -0.102
P 1.199 0.192 -0.047 0.427
H -0.542 -1.359 -1.660 0.104
H -1.113 -3.003 -1.074 0.150
H 0.663 -2.857 0.735 0.187
H 1.307 -3.061 -1.001 0.114
H -1.633 0.518 -1.773 0.191
H -0.869 2.758 0.165 0.097
H -2.478 2.487 -0.630 0.115
H -1.004 2.985 -1.437 0.099
H -3.400 0.029 0.909 0.138
H -2.313 1.361 1.540 0.081
H -2.271 -0.283 2.138 0.071
H 3.383 0.457 1.715 0.084
H 4.475 1.157 0.752 0.135
H 3.852 -0.416 0.343 0.072
```

## Properties
**Charge**: +1
**Total energy**: -992.46165 Ha
**Kohn-Sham gap**: 0.434 hartree
**LUMO level**: -3.425 eV
**Highest occupied orbital energy**: -0.55940 Eh
**Energy relative to the best compared isomer or geometry (same formula, charge and spin)**: 0.0 kJ/mol


Computed, not measured: a structure of composition C7H14OPSc, with ωB97M-V/def2-TZVPD.

```
24
Properties=species:S:1:pos:R:3:lowdin_charge:R:1
C -0.726 0.142 -1.170 -0.198
C -1.257 -0.767 -2.099 -0.223
C -2.616 -1.051 -1.762 -0.190
C -2.983 -0.313 -0.597 -0.220
C -1.885 0.440 -0.153 -0.195
Sc 1.155 0.588 2.071 0.544
P 2.739 1.582 0.384 0.576
H 0.257 0.607 -1.148 0.008
H -0.710 -1.192 -2.940 0.065
H -3.272 -1.716 -2.322 0.064
H -1.817 1.114 0.704 0.022
H -3.963 -0.337 -0.124 0.068
H 2.532 2.955 -0.020 -0.110
H 2.766 1.039 -0.959 -0.099
H 4.166 1.654 0.585 -0.112
C 1.428 -2.913 1.041 -0.025
C 1.190 -1.445 1.477 -0.365
O 1.543 -1.164 2.871 -0.172
H 2.461 -3.222 1.263 0.089
H 1.283 -2.961 -0.046 0.096
H 0.682 -3.561 1.513 0.090
H 1.855 -0.785 0.795 0.052
H 0.124 -1.162 1.292 0.095
H 1.769 -1.938 3.412 0.139
```

## Properties
**Total energy**: -1452.14268 Ha
**Kohn-Sham gap (alpha / beta)**: 0.170 / 0.175 hartree
**LUMO level (alpha / beta)**: -0.882 / -0.764 eV
**Highest occupied orbital energy (alpha / beta)**: -0.20250 / -0.20328 Eh
**Energy relative to the best compared isomer or geometry (same formula, charge and spin)**: 95.0 kJ/mol


Computed, not measured: a structure of composition C7H14PSTc, with ωB97M-V/def2-TZVPD.

```
24
Properties=species:S:1:pos:R:3:lowdin_charge:R:1
C -0.078 -0.268 -2.408 -0.118
C -0.945 -1.210 -3.013 -0.061
C -0.590 -2.487 -2.524 -0.086
C 0.555 -2.412 -1.729 -0.106
C 0.885 -1.013 -1.537 -0.083
Tc 0.302 1.311 0.604 0.472
P -0.298 3.304 -0.188 0.546
H -0.150 0.820 -2.418 0.055
H -1.794 -0.986 -3.688 0.125
H -0.986 -3.417 -2.911 0.111
H 1.732 -0.610 -0.994 0.069
H 1.096 -3.243 -1.279 0.103
H -1.333 4.036 0.479 -0.096
H -0.829 3.436 -1.519 -0.101
H 0.712 4.316 -0.306 -0.089
C -0.154 -1.468 2.169 -0.343
S 1.215 -0.282 2.087 0.755
C 0.515 1.094 3.044 -0.357
H -0.401 -1.844 1.175 0.032
H -1.015 -1.034 2.686 0.053
H 0.299 -2.251 2.784 0.042
H -0.370 0.849 3.607 0.058
H 1.310 1.404 3.691 0.046
H 0.323 1.955 2.186 -0.026
```

## Properties
**Charge**: +1
**Total energy**: -1094.97100 Ha
**Kohn-Sham gap (alpha / beta)**: 0.262 / 0.228 hartree
**Multiplicity**: 4
**LUMO level (alpha / beta)**: -4.382 / -5.225 eV
**<S²>**: 3.7873
**Highest occupied orbital energy (alpha / beta)**: -0.42277 / -0.42046 Eh
**Energy relative to the best compared isomer or geometry (same formula, charge and spin)**: 151.8 kJ/mol